# 1
Entry from the OMol25 dataset: a cluster of 2 separate species, FH3NOP in total in a non-equilibrium geometry (ωB97M-V with the def2-TZVPD basis set).

Last columns: bonded neighbours and bond lengths (Å).
Atoms and positions in Å:
1 N -0.29958 0.32508 0.74533  P4 1.666, H5 0.977, H6 1.036
2 O 0.05110 -0.95373 -1.93704  H7 0.957
3 F -1.95445 -1.62923 1.32247  P4 1.645
4 P -1.79969 -0.29603 0.37134  N1 1.666, F3 1.645
5 H -0.28276 1.22322 0.36001  N1 0.977
6 H 0.48085 -0.12370 1.25791  N1 1.036
7 H 0.05629 -1.71134 -2.52249  O2 0.957

Computed properties:
Energy above the lowest of the compared OMol25 structures with the same formula, charge and spin ... 0.0 kcal/mol
HOMO energy (spin up / spin down) ... -6.63 / -10.78 eV
E ... -15589.5800 eV
Frontier orbital gap (spin up / spin down) ... 7.588 / 8.582 eV
Spin multiplicity ... 3
Maximum force ... 2.7 eV/Å
<S²> ... 2.01

***

# 2
Entry from the OMol25 dataset: the ion C3H8N3 with charge +1 in a non-equilibrium geometry (ωB97M-V with the def2-TZVPD basis set).

Last columns: bonded neighbours and bond lengths (Å).
Atoms and positions in Å:
1 C 0.78320 -1.30122 -0.20604  N4 1.423, N5 1.638, H7 1.105, H8 1.013
2 C 0.75011 1.08628 -0.23494  N4 1.364, N6 1.671, H9 1.093, H10 1.128
3 C -1.38762 -0.16180 0.63084  N5 1.430, N6 1.459, H11 1.006, H12 1.178
4 N 1.32829 -0.05936 0.22639  C1 1.423, C2 1.364, H13 1.006
5 N -0.76300 -0.82845 -0.46975  C1 1.638, C3 1.430, N6 1.416
6 N -0.82426 0.58621 -0.48776  C2 1.671, C3 1.459, N5 1.416, H14 1.007
7 H 0.99593 -1.63430 -1.23823  C1 1.105
8 H 0.66924 -2.02267 0.49550  C1 1.013
9 H 0.59880 1.99299 0.35637  C2 1.093
10 H 0.95713 1.33881 -1.31492  C2 1.128
11 H -2.39315 -0.16337 0.62755  C3 1.006
12 H -0.79558 0.21479 1.57747  C3 1.178
13 H 1.39121 -0.17263 1.22377  N4 1.006
14 H -1.31033 1.12471 -1.18625  N6 1.007

Computed properties:
Energy above the lowest of the compared OMol25 structures with the same formula, charge and spin ... 101.9 kcal/mol
HOMO energy ... -15.21 eV
E ... -7700.8592 eV
Frontier orbital gap ... 12.072 eV
Spin multiplicity ... 1
Maximum force ... 6.8 eV/Å
Net charge ... +1

***

# 3
Entry from the OMol25 dataset: an isolated molecule of C4H6O2 in a non-equilibrium geometry (ωB97M-V with the def2-TZVPD basis set).

Last columns: bonded neighbours and bond lengths (Å).
Atoms and positions in Å:
1 C -1.37883 0.49672 0.11582  O2 1.397, C6 1.540, H7 1.085, H8 1.078
2 O -0.61754 1.02124 -0.93123  C1 1.397, C3 1.731
3 C 0.34567 -0.40764 -0.76627  O2 1.731, C4 1.501, C6 1.505, H9 1.083
4 C 1.49515 0.11221 0.04677  C3 1.501, O5 1.443, H10 1.093, H11 1.089
5 O 0.75765 -0.09419 1.26928  C4 1.443, C6 1.441
6 C -0.37967 -0.59532 0.53931  C1 1.540, C3 1.505, O5 1.441, H12 1.090
7 H -2.27911 0.02731 -0.26640  C1 1.085
8 H -1.65558 1.21820 0.86720  C1 1.078
9 H 0.38879 -0.98659 -1.68056  C3 1.083
10 H 2.44205 -0.43357 0.02527  C4 1.093
11 H 1.65843 1.16784 -0.16347  C4 1.089
12 H -0.77701 -1.52621 0.94428  C6 1.090

Computed properties:
Energy above the lowest of the compared OMol25 structures with the same formula, charge and spin ... 83.9 kcal/mol
HOMO energy ... -9.48 eV
E ... -8336.8248 eV
Frontier orbital gap ... 10.503 eV
Spin multiplicity ... 1
Maximum force ... 3.8 eV/Å

***

- Which value of maximum force does entry 1 give?
  2.7 eV/Å

***

- Look up the E of the second one.
  -7700.8592 eV

***

- Among the records above, which one has the lowest E?
  FH3NOP

***

- Among the records above, which one has the lowest maximum force?
  FH3NOP